Record 1
84
Properties=species:S:1:pos:R:3:forces:R:3:mulliken_charge:R:1 method="wB97M-V/def2-TZVPD" gap_ha="0.2277 / 0.2302" e_above_lowest_kcal_mol=0.0 spin_multiplicity=6 max_force_ev_per_a=0.30 charge=-2
Mn 0.5023 0.0371 0.1803 -0.17 -0.14 -0.08 0.428
O 0.4733 -0.4297 4.4740 0.01 -0.04 -0.02 -0.851
C 0.7070 -0.3613 3.2560 0.00 0.00 0.01 0.127
N 0.1000 0.3322 2.2965 0.09 0.03 -0.06 0.664
C -1.0099 1.1369 2.5954 -0.02 -0.02 -0.02 -0.394
C -1.3331 1.5691 3.8860 0.02 0.01 -0.01 -0.794
C -2.4402 2.3692 4.1293 0.00 0.00 0.00 -0.732
C -3.2553 2.7483 3.0809 -0.01 0.02 -0.01 -0.707
C -2.9506 2.3459 1.7869 0.09 -0.02 -0.03 -0.799
C -1.8293 1.5529 1.5085 0.00 0.02 0.00 0.255
N -1.4276 1.1481 0.2175 -0.03 0.01 -0.12 1.277
C -2.1215 1.4964 -0.8612 -0.03 -0.20 0.11 -0.512
O -3.2018 2.1126 -0.9662 0.00 0.05 0.08 -0.858
C -1.5253 1.0593 -2.1910 0.02 -0.02 0.02 0.512
C -2.2914 1.2734 -3.3344 -0.04 0.00 -0.03 -0.850
C -1.7584 0.9795 -4.5724 -0.03 0.04 0.04 -0.769
C -0.4643 0.4898 -4.6329 0.06 -0.02 0.00 -0.941
C 0.2155 0.2844 -3.4451 0.01 0.00 0.00 -0.522
N -0.2984 0.5453 -2.2422 -0.04 -0.03 0.05 1.391
C 1.8757 -1.2101 2.7822 -0.05 0.03 0.05 0.561
C 2.3347 -2.2204 3.6279 0.00 0.02 0.00 -0.745
C 3.4220 -2.9738 3.2421 0.01 0.01 -0.02 -0.350
C 4.0407 -2.6781 2.0331 0.00 -0.02 0.03 -1.040
C 3.5120 -1.6636 1.2588 -0.01 0.02 -0.03 -0.213
N 2.4407 -0.9482 1.6089 0.04 -0.08 0.01 0.140
H -0.7044 1.2537 4.7001 -0.01 0.01 0.00 0.454
H -2.6585 2.6818 5.1453 0.00 0.00 0.00 0.349
H -4.1323 3.3639 3.2516 0.00 0.00 0.01 0.353
H -3.5776 2.6503 0.9700 -0.03 0.01 -0.06 0.470
H -3.2780 1.6921 -3.1989 0.01 -0.01 -0.03 0.561
H -2.3304 1.1500 -5.4772 -0.01 -0.01 0.00 0.389
H 0.0223 0.2698 -5.5737 0.01 0.00 0.00 0.498
H 1.2255 -0.0975 -3.4781 0.10 -0.03 0.06 0.027
H 1.8119 -2.3687 4.5608 0.00 0.00 0.00 0.455
H 3.7891 -3.7783 3.8689 0.00 0.00 0.00 0.384
H 4.9061 -3.2278 1.6863 0.00 0.00 0.00 0.414
H 3.9667 -1.4170 0.3075 -0.01 0.00 0.00 0.518
O -1.5668 -2.2107 1.5775 0.01 0.02 -0.01 -0.687
S -1.1551 -2.9919 0.4458 0.06 -0.10 -0.02 1.009
O -0.8842 -4.4009 0.6521 0.01 0.01 0.01 -0.753
N 0.0504 -2.2182 -0.2671 0.00 0.07 -0.03 0.987
C 0.7636 -2.8068 -1.2861 0.06 0.03 0.04 -0.361
C 0.5579 -4.0515 -1.8680 0.02 0.04 -0.04 -0.754
C 1.3663 -4.5193 -2.9195 -0.02 -0.01 0.02 -1.008
C 2.4074 -3.7920 -3.4214 0.00 0.02 0.00 -1.111
C 2.6767 -2.5229 -2.8581 -0.04 0.02 0.03 1.348
C 3.7212 -1.6884 -3.3194 0.04 -0.02 -0.02 -1.167
C 3.9412 -0.4761 -2.7359 -0.07 0.05 0.03 -1.114
C 3.1031 -0.0832 -1.6723 0.04 -0.07 -0.16 -1.006
N 2.1048 -0.8199 -1.2490 -0.04 0.28 0.01 1.696
C 1.8696 -2.0331 -1.8067 -0.06 -0.05 0.01 -0.085
C -2.5092 -2.9275 -0.7171 0.00 0.05 0.04 -0.193
C -2.8794 -4.0337 -1.4646 0.02 0.00 -0.03 -0.267
C -3.9240 -3.9225 -2.3746 0.01 -0.01 0.00 -0.628
C -4.5894 -2.7141 -2.5278 0.00 0.01 0.00 -0.551
C -4.2248 -1.6136 -1.7597 0.00 -0.01 0.00 -0.429
C -3.1872 -1.7231 -0.8486 -0.02 0.03 0.04 -0.406
H -0.2198 -4.6939 -1.4912 0.03 0.01 0.01 0.530
H 1.1443 -5.4978 -3.3320 0.01 0.00 -0.01 0.379
H 3.0264 -4.1583 -4.2320 -0.01 -0.01 0.00 0.376
H 4.3314 -2.0307 -4.1488 0.00 0.02 0.00 0.364
H 4.6940 0.2169 -3.0850 0.04 -0.05 -0.01 0.438
H 3.2556 0.8705 -1.1838 -0.04 0.03 0.03 0.759
H -2.3575 -4.9700 -1.3187 -0.05 0.00 0.00 0.466
H -4.2166 -4.7834 -2.9645 0.00 0.01 0.00 0.379
H -5.3997 -2.6303 -3.2427 0.00 0.00 0.00 0.354
H -4.7415 -0.6671 -1.8600 0.00 -0.01 -0.01 0.420
H -2.9000 -0.8918 -0.2184 0.01 0.07 -0.02 0.592
O 4.1793 4.8683 -3.9271 -0.02 0.00 0.03 -0.745
S 3.3797 3.6727 -3.8008 0.03 0.01 -0.11 1.222
O 3.6954 2.6000 -4.7171 -0.05 -0.01 0.03 -0.663
N 3.3473 3.1312 -2.2683 -0.01 -0.08 0.09 -0.647
C 2.1402 3.2060 -1.7359 -0.05 -0.10 -0.09 0.545
S 1.6965 2.6982 -0.1978 0.15 0.08 0.24 -0.480
C 1.1110 3.7900 -2.6646 -0.02 0.02 -0.07 0.290
C -0.2327 4.0238 -2.4252 0.03 0.00 0.01 -0.259
C -0.9969 4.5553 -3.4559 -0.04 0.00 -0.01 -0.695
C -0.4330 4.8450 -4.6962 0.00 0.00 0.00 -0.422
C 0.9171 4.6127 -4.9346 0.01 0.00 0.00 -0.789
C 1.6588 4.0870 -3.8973 0.03 -0.01 0.02 0.194
H -0.6591 3.7817 -1.4591 0.00 0.00 0.00 0.504
H -2.0534 4.7306 -3.2947 0.00 -0.02 0.02 0.426
H -1.0563 5.2502 -5.4846 0.00 0.00 0.00 0.381
H 1.3701 4.8306 -5.8934 0.00 0.00 0.00 0.412

Record 2
17
Properties=species:S:1:pos:R:3:forces:R:3:mulliken_charge:R:1 method="wB97M-V/def2-TZVPD" gap_ha="0.2748 / 0.2749" e_above_lowest_kcal_mol=24.8 smiles="ClC1=C(Cl)c2ccccc2C1" spin_multiplicity=1 max_force_ev_per_a=7.98 charge=0
C -0.8813 2.0792 0.4807 -1.17 2.74 -0.27 -0.279
C 0.5018 2.2661 0.2370 -0.76 -1.90 0.91 -0.622
C -1.5764 0.8841 0.2757 2.86 1.09 -0.05 -0.853
C 1.3090 1.1525 0.0345 -2.47 -0.15 -1.19 -0.695
C -0.7081 -0.1489 -0.0833 -1.65 0.44 0.86 0.701
C 0.6745 -0.0219 -0.2849 -1.70 -0.78 0.66 0.153
C -1.1572 -1.4842 0.0521 5.45 -5.22 -2.60 0.191
C 0.1474 -2.3862 -0.3693 -6.45 4.18 2.13 0.028
C 1.2049 -1.3688 -0.5504 4.44 -1.22 -0.34 -0.307
Cl -2.7530 -2.0046 0.4790 1.09 0.15 -0.36 -0.188
Cl 0.1245 -4.0765 -0.4741 0.38 0.34 -0.07 -0.170
H -1.4177 3.0447 0.7987 0.56 -1.66 -0.57 0.245
H 0.9752 3.1977 0.3385 0.20 1.21 0.37 0.421
H -2.6088 0.6650 0.4072 -0.57 0.36 0.34 0.415
H 2.3306 1.1271 0.0490 2.61 0.56 -0.11 0.491
H 1.7222 -1.4022 -1.6154 -1.01 -0.13 1.98 0.259
H 2.1124 -1.5232 0.2249 -1.80 -0.01 -1.68 0.209

Record 3
23
Properties=species:S:1:pos:R:3:forces:R:3:mulliken_charge:R:1 method="wB97M-V/def2-TZVPD" gap_ha=0.3411 e_above_lowest_kcal_mol=45.1 smiles=CCN[C@@H](C)CS.O spin_multiplicity=1 max_force_ev_per_a=3.87 charge=0
C -1.6594 0.9677 -1.1096 0.80 -0.44 -1.31 -0.416
N -1.4757 -0.3378 -0.3976 -0.14 1.65 -2.52 -0.290
C -0.5218 -0.3758 0.6518 2.45 0.27 -0.18 0.291
C -0.0169 -1.8613 0.7685 -1.11 0.46 3.23 -0.730
S 1.7703 -1.9945 1.2329 -1.33 0.89 0.34 -0.237
C -1.1299 0.1841 1.9510 2.66 0.32 -0.31 -1.458
C -0.2438 1.5571 -1.4694 -2.80 0.72 -0.36 -1.127
H -2.1727 0.8222 -2.1490 0.56 -0.04 2.09 0.312
H -2.2184 1.7361 -0.5407 0.04 -0.37 -0.13 0.279
H -2.3293 -0.8529 -0.2677 -0.05 0.00 0.34 0.236
H 0.4689 0.2452 0.4298 -2.39 -1.24 0.01 0.087
H -0.6336 -2.1736 1.6821 1.09 -0.39 -1.04 0.245
H -0.2728 -2.5670 0.0120 -0.04 0.09 -1.02 0.482
H 1.4292 -1.0052 2.1094 1.01 -0.47 -0.04 0.134
H -1.6934 1.0585 1.7602 -0.40 1.09 -0.33 0.374
H -1.7757 -0.5236 2.3167 -1.75 -1.78 1.12 0.452
H -0.3821 0.4085 2.7317 -0.22 -0.08 -0.26 0.320
H -0.4158 2.5773 -1.8524 0.13 -0.59 -0.70 0.408
H 0.2997 1.7788 -0.6119 1.14 0.02 1.58 0.361
H 0.2770 0.8746 -2.1077 0.40 -0.08 -0.54 0.278
H 3.7400 0.2729 -2.1788 -0.14 -0.03 0.18 0.319
H 4.4100 -0.5821 -0.9858 0.27 1.41 -3.59 0.337
O 4.5461 -0.2094 -1.9755 -0.18 -1.40 3.43 -0.658